An isolated ion of composition C5H9N5S and charge +2 at a distorted geometry, computed with the ωB97M-V functional and the def2-TZVPD basis.

Values from the calculation:
Kohn-Sham gap = 7.06 eV
total charge = +2
spin multiplicity = 1
maximum force = 4.706 eV Å⁻¹
energy above the lowest of the compared OMol25 structures with the same formula, charge and spin = 32.6 kcal per mole

Positions of all 20 atoms, in Å:
C -2.27877 1.84107 -0.28271
C -0.21074 1.14947 0.10930
C 1.62320 -0.39679 0.13411
C -1.18582 0.48320 0.91631
C -0.61330 -1.24396 -0.35355
N -2.44943 0.93058 0.60000
N 1.11212 0.89671 0.14546
N -0.94744 2.05349 -0.56702
N 0.74979 -1.40658 -0.05801
N 2.93912 -0.57686 0.06053
S -1.68683 -2.59877 -0.13872
H -3.15260 2.54111 -0.66135
H -1.19575 -0.05534 1.75388
H -0.87091 -0.65985 -1.26485
H 1.69252 1.69184 -0.18163
H -0.65512 2.60526 -1.36442
H 1.08634 -2.32117 0.20423
H 3.57711 0.14191 0.30577
H 3.29139 -1.48346 0.18938
H -0.82488 -3.59188 0.45328

Cartesian forces (eV/Å) of the 6 atoms listed first:
C -2.846 2.135 -0.336
C -3.857 -0.303 2.679
C 0.175 1.892 -1.781
C -0.178 1.104 -3.488
C -1.013 -0.083 -0.669
N 0.058 -0.242 -0.266

Atomic charges from the Löwdin analysis, expressed in e, are listed below: -0.11, -0.27, -0.24, -0.09, -0.46, 0.13, 0.20, 0.18, 0.08, 0.30, 0.98, 0.20, 0.11, 0.12, 0.21, 0.19, 0.16, 0.15, 0.14, 0.00